i) # C3H8N2OS

A single C3H8N2OS molecule (ωB97M-V/def2-TZVPD, the OMol25 dataset).

SMILES   NC(=O)NCCS
Kohn-Sham gap   10.20 eV
2S+1   1
LUMO   0.8 eV

Bonds (Å) are listed after each position.
Element x y z (Å)
1 C 0.19390 -0.24500 0.32204  C2 1.556, N4 1.477, H8 1.080, H9 1.087
2 C -0.01878 0.81714 1.43956  C1 1.556, S3 1.826, H10 1.094, H11 1.093
3 S -0.66772 0.14165 3.00715  C2 1.826, H12 1.337
4 N 0.68393 0.39445 -0.91580  C1 1.477, C5 1.363, H13 0.996
5 C 0.42256 -0.16423 -2.13095  N4 1.363, N6 1.417, O7 1.210
6 N -0.90890 -0.62869 -2.27443  C5 1.417, H14 1.005, H15 1.007
7 O 1.30542 -0.29560 -2.94815  C5 1.210
8 H -0.76647 -0.73245 0.24417  C1 1.080
9 H 0.97053 -0.93135 0.64820  C1 1.087
10 H 0.87997 1.44150 1.44516  C2 1.094
11 H -0.80478 1.51502 1.14167  C2 1.093
12 H -0.71415 -1.15240 2.67396  S3 1.337
13 H 1.61031 0.74298 -0.80086  N4 0.996
14 H -1.24526 -0.52270 -3.21572  N6 1.005
15 H -1.42679 -0.03627 -1.64610  N6 1.007

---

ii) # C3H8N2OS

A single C3H8N2OS molecule (ωB97M-V/def2-TZVPD, the OMol25 dataset).

SMILES   CCNC(=S)NO
Kohn-Sham gap   8.66 eV
2S+1   1
LUMO   0.5 eV

Bonds (Å) are listed after each position.
Element x y z (Å)
1 C 2.31001 -0.47046 -0.22956  C2 1.626, H4 1.162, H5 1.138, H6 1.144
2 C 0.92142 0.29164 0.13586  C1 1.626, H7 1.035, H8 1.175, N12 1.458
3 C -1.33535 -0.42347 0.09024  N12 1.311, N13 1.323, S15 1.748
4 H 2.64085 -1.14880 0.65443  C1 1.162
5 H 2.16081 -0.94414 -1.25353  C1 1.138
6 H 3.02701 0.39297 -0.45093  C1 1.144
7 H 0.71420 0.97214 -0.61609  C2 1.035
8 H 0.63075 0.71579 1.19190  C2 1.175
9 H 0.35590 -1.81551 0.62062  N12 1.270
10 H -0.93164 1.63798 -0.19687  N13 1.058
11 H -3.46430 0.78566 0.20452  O14 1.094
12 N -0.07232 -0.77027 0.04013  C2 1.458, C3 1.311, H9 1.270
13 N -1.59533 0.87367 0.10918  C3 1.323, H10 1.058, O14 1.393
14 O -2.78017 1.53726 -0.19920  H11 1.094, N13 1.393
15 S -2.58184 -1.63447 -0.10069  C3 1.748

---

iii) # C3H8N2OS

A single C3H8N2OS molecule (ωB97M-V/def2-TZVPD, the OMol25 dataset).

SMILES   CSO/N=C(/C)N
Kohn-Sham gap   9.38 eV
2S+1   1
LUMO   0.9 eV

Bonds (Å) are listed after each position.
Element x y z (Å)
1 C -0.51264 -1.07546 -0.04221  C2 1.549, N4 1.363, N5 1.259
2 C 0.45161 -2.22174 0.35329  C1 1.549, H9 1.099, H10 1.121, H11 1.069
3 C 0.39467 3.37788 0.09418  S7 1.839, H12 1.020, H13 1.125, H14 1.154
4 N -1.56790 -1.37725 -0.85063  C1 1.363, H8 0.999, H15 1.026
5 N -0.37978 0.06066 0.48481  C1 1.259, O6 1.431
6 O -1.11768 1.14309 -0.09191  N5 1.431, S7 1.645
7 S -0.14615 2.05184 -1.05958  C3 1.839, O6 1.645
8 H -1.60726 -2.36128 -1.01729  N4 0.999
9 H -0.20008 -2.91713 0.90139  C2 1.099
10 H 1.30066 -1.74484 0.90904  C2 1.121
11 H 1.04607 -2.68002 -0.40815  C2 1.069
12 H 1.36856 3.23274 0.35878  C3 1.020
13 H -0.35196 3.21855 0.92027  C3 1.125
14 H 0.30067 4.46828 -0.27321  C3 1.154
15 H -2.15892 -0.59068 -1.14047  N4 1.026

---

Stability check: which of them is least stable? ii).